No. 1
152
Properties=species:S:1:pos:R:3:lowdin_charge:R:1 method="wB97M-V/def2-TZVPD" orbital_gap_ev=6.8 e_homo_ev=-8.15 fmax_ev_per_a=10.3 lumo_energy_ev=-1.346 smiles="CCNc1c(CCCI)c(CCCCCOC(C)=O)c2c(c1B(N)O)Nc1c(N)c(O)c(P(=O)(O)O)c(N(C(=O)F)C(=O)F)c1S2.CN(C)C=O.CN(C)C=O.CN(C)C=O.CN(C)C=O.CN(C)C=O.CN(C)C=O" e_tot_ev=-128277.9478 spin_multiplicity=1
H 3.3252 -0.1497 -0.1260 0.098
H -13.5150 -1.7894 7.1918 0.089
N 11.1381 -7.4372 3.2942 -0.209
O -10.9361 6.9256 6.1807 0.001
H -4.0806 -2.0227 -2.1831 0.095
H 11.4791 -9.1968 2.1888 0.085
H 11.0915 -9.4197 3.9143 0.088
H -7.5755 5.0494 5.5678 0.099
N -11.7987 8.1994 4.4514 -0.208
H 1.6119 -4.4715 1.6219 0.089
B 4.2882 -2.3548 -6.6209 -0.452
O 3.5287 -3.6142 -6.9251 -0.013
H -2.0478 3.0981 3.9661 0.127
C -8.6276 4.7911 5.4142 -0.042
H 6.9527 -1.4139 -0.5504 0.092
C 5.0418 4.7384 -3.4796 -0.287
N -8.7046 3.5243 4.7167 -0.190
H 6.3610 -3.1972 -0.7320 0.116
H 5.7610 -1.1362 -7.6060 0.070
C -0.9964 0.1201 -0.3076 -0.154
H 2.6778 4.7347 -3.4473 0.102
S 1.9730 0.9628 -2.4338 0.849
C -2.2835 -0.0711 -3.7671 -0.061
H 6.4565 -6.7342 -5.7039 0.088
C -11.1924 -1.0950 5.1427 -0.304
H -3.3351 -0.4561 -6.8606 0.141
H 5.1401 -4.8379 -3.8910 0.119
H 2.3728 0.6427 -5.9141 0.141
H -9.7875 7.7738 4.7365 0.130
H -8.9118 2.1937 6.2989 0.090
N -0.2153 -1.3252 -7.1800 0.041
H 6.9868 -3.1041 -5.5201 0.109
O 4.2196 -4.0705 -1.7021 -0.010
H 0.4749 -4.0943 0.2945 0.091
C 12.0598 -6.7127 2.5690 -0.350
C 6.1666 -4.7794 -4.4518 -0.241
O 12.3363 -5.5337 2.7485 -0.029
H -13.2506 8.4503 5.9191 0.093
C 6.0961 -5.6076 -5.8652 -0.114
O -4.1105 -1.1295 -1.7158 -0.221
O 5.4411 6.0259 -3.4867 -0.040
H 4.5271 1.9700 -1.3523 0.088
N -11.7817 -0.9777 6.3835 -0.204
H 9.1353 -2.0200 -1.2541 0.058
H 12.5504 -7.3054 1.7791 0.130
C 10.8674 -8.8329 3.0189 -0.067
C 6.4721 3.9539 -1.6574 -0.166
H -12.0711 8.5262 2.4177 0.089
F -1.3283 3.4868 -2.2837 -0.003
H 5.6496 4.1926 -0.8578 0.140
C 7.3047 2.6081 -1.1807 -0.167
H -10.4695 9.0092 3.0331 0.087
O -0.2058 -0.9578 -0.4344 0.034
C 5.6476 -2.3484 -4.0183 -0.084
H -5.5609 4.0658 3.2104 0.064
H -1.0223 -1.8804 -7.5497 0.086
O -7.5147 4.2971 2.8881 -0.028
C 3.2518 -0.7522 -4.5591 -0.139
I 10.1706 -4.3642 -0.0689 0.720
H -9.1371 4.7325 6.3797 0.089
O 5.8170 3.6035 -2.9542 -0.125
O -3.1345 -1.1746 -6.1745 -0.071
C 4.4377 -1.8245 -5.0465 0.083
C 3.5706 4.3992 -4.1490 -0.030
H 1.6535 -2.8720 0.8366 0.080
C 3.3934 -3.6856 -0.8850 -0.292
O -4.3609 1.6323 -2.3166 -0.225
C -1.0438 0.4879 -2.8027 -0.155
H -11.9888 -2.3083 7.9656 0.090
O -3.5174 3.9277 5.0959 -0.005
H 9.0264 -4.7639 -2.6400 0.061
H 1.5594 -6.3720 -0.0774 0.088
H 3.4503 4.9800 -5.1843 0.102
C -13.1659 8.0494 4.9045 -0.052
H 9.8600 -5.9357 3.9551 0.092
C -8.1154 3.4070 3.4760 -0.303
N 4.8556 -1.6148 -7.8335 0.083
H -10.6525 0.5474 7.2345 0.087
C 4.9178 1.4639 -0.3711 -0.194
C 2.3654 -5.8791 -0.6278 -0.049
H -3.5239 2.9120 0.9755 0.090
H -12.4575 -2.9720 6.3792 0.085
C 8.6601 -4.2170 -1.6471 -0.663
N -3.5299 3.9392 2.7814 -0.198
N 2.4333 -4.4734 -0.2865 -0.196
H 4.1874 -0.8517 -8.1438 0.087
C 6.8393 -2.3020 -1.3399 -0.166
H 7.7189 -4.8106 -1.2833 0.047
C -9.3991 2.4207 5.3465 -0.077
H 6.7494 -5.1705 -6.7326 0.081
C 0.8078 -0.2471 -4.9271 -0.107
H -1.9273 3.0342 1.7583 0.062
H 8.5190 -2.2748 -3.0247 0.107
H 4.1343 -4.1180 -7.5750 0.105
H 8.2859 3.0092 -0.6410 0.118
C -0.4798 -0.7739 -5.7967 -0.055
H 2.1901 -5.9762 -1.7035 0.093
C 5.7414 -1.8376 -2.4636 -0.017
H 5.0653 -0.7767 0.3536 0.113
C -3.0063 3.6405 4.0213 -0.331
N -1.4184 1.0341 -1.4398 0.041
C 10.4166 -6.7833 4.3661 -0.050
H 6.6541 2.2616 0.9823 0.121
H 3.3215 -6.3515 -0.3828 0.091
H -12.1709 1.0636 6.4646 0.093
F -1.5368 0.4156 1.0689 0.006
H 7.6573 1.9577 -2.0928 0.122
C -4.7882 4.6515 2.7033 -0.053
C 1.4893 -3.9407 0.6735 -0.059
C -2.8618 3.5634 1.5529 -0.080
H 11.1347 -6.4093 5.1021 0.094
O -10.5917 -0.2050 4.5549 -0.003
C 4.4766 -0.1360 -0.4389 -0.204
H 7.1254 0.6848 0.0540 0.102
O -0.1911 2.8887 -0.1959 0.016
H -9.0938 5.5657 4.7978 0.066
N 6.6396 -3.3482 -4.5672 -0.068
C -11.7046 0.2891 7.0809 -0.046
H -5.0754 4.8160 1.6612 0.092
C -0.9580 2.4639 -1.2374 -0.161
H 3.3566 -2.6341 -0.5548 0.115
H -4.1353 2.3558 -2.9890 0.097
H -13.4196 6.9852 4.9242 0.093
H -12.2141 0.2304 8.0464 0.090
H 4.9576 -5.6922 -6.1722 0.071
H -2.6432 4.4681 0.9784 0.091
C 8.3468 -2.5951 -1.9115 -0.279
C -11.5389 8.9790 3.2591 -0.065
C -10.7868 7.5964 5.1676 -0.331
H -11.3101 -2.0988 4.7017 0.131
C -12.4762 -2.0813 7.0132 -0.066
C 0.4737 0.3779 -3.4236 -0.271
N 2.1844 -0.3363 -5.5476 -0.019
C 6.5115 1.6952 -0.0593 -0.198
P -4.0710 0.0390 -3.0338 0.733
C 4.5583 -0.7604 -1.9781 -0.074
H 9.8102 -8.9438 2.7615 0.088
H 7.1884 4.8822 -1.8208 0.140
C 3.3477 -0.2365 -3.0041 -0.292
H 4.3171 1.9251 0.5491 0.125
H 3.4132 3.2504 -4.3885 0.067
H -11.9013 9.9987 3.4176 0.088
H 6.9571 -5.3322 -3.7483 0.102
H -9.3805 1.5300 4.7125 0.056
H 0.6253 -1.9521 -7.2065 0.089
C -2.0464 -0.7049 -5.2839 -0.110
O -5.1972 -0.3576 -4.0760 -0.373
H -13.8537 8.5797 4.2404 0.087
H -8.2330 2.4032 3.0350 0.139
H 9.7247 -7.4797 4.8475 0.087
H -10.4380 2.7126 5.5251 0.088
H -4.6847 5.6140 3.2134 0.097

***

No. 2
160
Properties=species:S:1:pos:R:3:lowdin_charge:R:1 method="wB97M-V/def2-TZVPD" orbital_gap_ev="1.8 / 10.2" e_homo_ev="-0.02 / -8.40" fmax_ev_per_a=5.8 s2=0.7506 lumo_energy_ev="1.822 / 1.811" charge=-1 e_tot_ev=-128734.2189 spin_multiplicity=2
H 1.0274 7.3080 2.1742 0.142
C 0.5259 -0.7036 0.2746 -0.490
C -8.3025 1.2260 -1.0706 -0.242
O -3.9306 5.7700 4.1059 0.110
H 0.5801 1.2639 2.6479 0.168
H -5.9800 4.1600 7.5451 0.141
H -0.1428 2.0518 -0.1054 0.138
O -2.4066 8.7839 1.4183 0.032
H -1.2896 2.8752 -7.3383 0.120
H -5.3495 4.5553 0.8108 0.130
O 0.1035 2.0818 -9.2468 0.130
H -2.2190 7.7685 -0.2050 0.082
F -8.0857 7.3543 -2.9678 0.081
F -7.2293 5.9082 6.7338 0.078
H -4.7068 -0.6055 7.8258 0.065
C 0.6219 1.5093 0.4505 -0.095
O -4.2866 9.3546 2.4696 0.095
H -1.7402 1.4008 -3.9261 0.100
O 1.0590 5.1484 -0.7407 0.084
O -6.0213 8.2484 -3.1008 0.134
H 1.7839 0.7299 -10.5494 0.097
H -1.3756 -2.7724 1.4485 0.089
H -5.8377 2.1606 -4.8064 0.076
H -5.7052 3.0644 6.0875 0.124
H -2.4722 10.7027 4.9139 0.113
C -6.7838 7.7750 -0.9683 -0.014
H -2.7181 12.9439 5.0680 0.062
C -5.8700 -0.1134 -4.7995 -0.157
H -3.9340 8.4034 -0.0119 0.090
H -1.3673 12.7332 4.0192 0.067
H -1.8472 0.8436 -1.1020 0.061
C -5.4495 -0.1872 4.3365 -0.134
C -0.4226 3.1981 -5.3972 -0.054
C 0.6284 6.4142 1.6946 -0.280
H -5.2953 0.0545 9.2335 0.072
H -4.8967 -2.9920 -8.0149 0.097
C -2.4540 12.6554 4.0506 -0.049
O -3.7781 3.9737 -0.1268 0.031
F -1.1701 1.4571 1.7251 0.103
H 3.7429 0.1722 -3.9089 0.092
H -3.1326 5.0042 -3.7608 0.069
C -3.0637 7.9475 0.4602 -0.010
C -4.7898 5.3452 4.8925 -0.498
H -0.7110 4.2056 5.3427 0.108
C 0.7404 1.5737 -8.3700 -0.719
H -6.0876 0.5558 3.8579 0.012
H -6.1953 0.9130 -0.3861 0.124
H -5.7645 -0.0657 5.3729 0.039
O 0.5686 -1.8454 -0.2224 0.113
H 3.1150 1.4402 -9.7735 0.095
C -1.6627 0.5483 -3.2513 -0.162
C -3.9074 -1.2754 -5.7308 -0.530
H -2.7584 0.6026 8.8643 0.117
H -5.4912 0.8929 7.6571 0.042
C -2.2800 -2.7209 0.8423 -0.080
H -1.5605 1.5892 -6.3862 0.121
H -5.7605 -1.1634 3.9646 0.064
H 2.8649 -0.9387 -4.9653 0.098
H 1.4500 5.7691 1.3834 0.114
C -2.8840 11.1227 3.9962 -0.191
H -3.7406 1.0784 4.2599 0.097
C -4.7997 0.3648 8.3137 -0.089
C 0.0577 1.0037 1.7273 -0.325
O -0.2980 0.2085 -2.9363 0.028
C -0.1114 5.4963 2.5532 -0.076
O 1.7361 0.8352 -8.4117 0.075
O -2.6818 -1.4378 -5.8247 0.105
O -5.2914 10.3727 -2.8550 0.097
H -4.1466 -3.9110 -6.5618 0.100
C -4.2521 2.9938 1.8634 -0.028
O -0.1345 6.7426 0.6024 0.016
O -6.0993 5.4409 4.7462 0.123
O -3.0725 1.4590 6.9491 -0.011
H -7.9994 0.8016 -2.0277 0.104
H 3.0260 -0.2445 -9.7305 0.095
C -5.8130 9.3425 -2.3826 -0.541
C 0.4775 -0.1521 -3.9303 -0.622
O -3.6226 -0.4275 2.9253 0.004
H -4.7636 4.5218 -3.7965 0.096
H -6.1718 -0.0084 -5.8416 0.119
H 0.5049 5.1143 3.3670 0.083
C -6.8609 7.3249 -2.4178 -0.318
C -0.7378 6.0194 -2.8974 -0.046
O 1.6835 -0.0037 -3.4796 0.018
C -3.9240 0.0048 4.2177 -0.210
H -4.8178 2.9374 2.7933 0.064
H -2.8863 -3.5762 1.1408 0.098
H -3.1883 2.8476 2.0510 0.058
H -3.9597 10.9755 4.0930 0.115
O 0.0988 -0.3972 1.5175 0.141
H -2.0531 -0.1985 -3.9427 0.087
H -1.6414 6.3696 -3.3965 0.086
C -3.0787 9.4555 2.2866 -0.627
H -3.3300 1.1003 -1.9970 0.056
C -3.8823 4.6313 -1.2093 -0.544
C -6.7802 4.9712 5.8768 -0.387
C -3.1640 -1.6462 2.6644 -0.561
H -0.0473 2.6843 -4.5121 0.074
H -7.7181 7.7669 -0.4070 0.150
C -0.7648 2.3119 -6.5666 -0.198
O -4.4497 -0.3052 -4.9992 -0.001
O -1.1394 2.6310 7.5455 0.090
H 1.4810 2.1800 0.4446 0.147
H -0.9127 4.9613 -2.7024 0.087
H -3.6974 5.1210 1.4597 0.107
O -3.9516 5.8958 -1.2798 0.077
O -6.9094 2.9196 -0.5774 0.029
C -8.0423 3.3734 -1.1889 -0.492
H -6.3049 -0.9855 -4.3111 0.125
O -4.9274 -2.0170 -6.2304 -0.054
H -1.2015 3.3890 3.8018 0.069
C -0.8749 3.2561 4.8331 -0.032
C -3.4828 1.1940 8.3043 -0.203
H -8.8114 0.4377 -0.5159 0.115
O -2.3645 10.3635 2.9164 0.041
H -5.4035 1.4923 -3.3088 0.059
O -2.8238 -1.5541 1.3571 -0.045
O -0.6022 6.5752 -1.5936 -0.051
H -7.2850 1.4246 0.8051 0.085
O 0.8830 0.4237 -0.3461 0.082
H -2.7888 -0.4782 -1.5221 0.076
H -3.3774 -0.5626 4.9709 0.124
C 2.7802 -0.0220 -4.3816 -0.020
H 0.3461 3.9004 -5.7196 0.089
C -5.7624 4.0796 6.4801 -0.118
C -2.4432 0.4697 -1.9346 -0.014
C -7.0649 1.5568 -0.2542 -0.166
C -6.0355 1.2946 -4.1746 -0.046
H -1.3692 3.7007 -5.1988 0.063
H -7.6458 4.3806 5.5770 0.127
C -3.7712 4.1475 -3.5452 -0.057
O -8.9705 2.3836 -1.2439 0.071
H -3.0198 13.3273 3.4053 0.067
O -3.0142 -2.6373 3.3689 0.110
H -4.4770 2.0663 1.3369 0.076
O 0.4061 1.6833 -7.1149 0.047
H -5.9737 7.2454 -0.4668 0.117
C -4.3237 4.3107 1.0867 -0.190
H -7.0427 1.4244 -3.7785 0.060
H 0.0021 2.6092 4.8552 0.102
H -5.8492 -3.7431 -6.7291 0.089
O 0.0578 -0.6161 -4.9951 0.114
H -1.0199 5.9925 2.8948 0.092
O -4.5796 4.7476 6.1155 0.055
C -4.9096 -3.2381 -6.9531 -0.030
O -6.3359 9.1246 -1.1805 0.063
H 0.1406 6.2025 -3.5163 0.099
O -1.9597 2.5739 5.4274 -0.006
C -1.9532 2.2420 6.6862 -0.531
H -3.5362 3.3842 -4.2868 0.084
H -3.6774 2.1191 8.8469 0.118
H -3.4653 7.0330 0.8966 0.073
C 2.3895 0.6365 -9.6480 -0.027
O -8.2413 4.4951 -1.6531 0.120
H 2.5545 0.8396 -5.0100 0.094
C 0.1839 6.0245 -0.5664 -0.394
O -3.8783 3.7303 -2.2046 0.004
H -6.5065 6.3012 -2.5385 0.139
H -1.9876 -2.6380 -0.2044 0.093
H -0.5186 4.5950 2.0950 0.076